C9H19CoN4O5 | ωB97M-V/def2-TZVPD

Results
Lowest unoccupied orbital energy (alpha / beta) = -0.2245 / -0.3633 Ha
HOMO (alpha / beta) = -0.6054 / -0.5984 hartree
Frontier orbital gap (alpha / beta) = 10.37 / 6.40 eV

Geometry as ORCA input:
```
! wB97M-V def2-TZVPD RIJCOSX def2/J DEFGRID3
* xyz 2 5
Co 0.04403 -1.16474 -0.26393
C 4.72431 -0.20269 -0.19944
N 3.60426 0.76808 0.00341
C 3.97566 2.19155 0.22206
C 2.33664 0.42206 -0.05359
O 1.94120 -0.77319 -0.10847
C 1.24850 1.54661 -0.09978
O 0.00200 0.88285 -0.37533
C -1.32011 1.52123 -0.22018
C -2.34390 0.36741 -0.13006
O -1.92068 -0.83656 -0.26954
N -3.63463 0.65800 -0.05524
C -4.12925 2.02205 0.17227
C -4.68028 -0.38577 -0.14562
H 5.22211 -0.27521 0.77977
H 5.41701 0.21452 -0.93081
H 4.29279 -1.13321 -0.53723
H 3.72135 2.50092 1.23680
H 3.48889 2.83816 -0.50149
H 5.02997 2.29440 0.09874
H 1.50800 2.27894 -0.91510
H 1.24405 2.09703 0.86305
H -1.56039 2.12481 -1.12808
H -1.30038 2.14680 0.69795
H -3.35138 2.68066 0.57502
H -4.98214 2.00587 0.86803
H -4.49597 2.45252 -0.78732
H -4.20101 -1.30652 -0.46152
H -5.47453 -0.10195 -0.81801
H -5.14294 -0.53363 0.83015
N 0.17262 -2.53463 1.04602
N 0.51710 -3.78596 0.36889
C -0.00808 -3.84577 -0.96412
O -0.39663 -4.89423 -1.38669
O 0.03777 -2.67201 -1.52947
H 0.93293 -2.31962 1.69288
H -0.73578 -2.65157 1.50798
H 0.21685 -4.59722 0.91794
*
```